# 1
The following is a quantum chemistry calculation of a molecular structure, C37H34F12IrN4O2S, from OMol25.

```
91
Properties=species:S:1:pos:R:3:forces:R:3
Ir -0.039939 -0.590808 -0.445462 0.2507 0.0067 -0.3184
C 2.874737 3.222074 4.707866 -0.0068 0.0001 -0.0074
C 2.610555 2.379625 3.486899 -0.0287 0.0419 0.0013
C 3.449984 1.335338 3.119680 -0.0129 -0.0229 -0.0266
C 3.189748 0.595570 1.987564 0.0214 0.0222 0.0259
C 2.088394 0.854598 1.150364 0.0267 0.0034 -0.0869
N 1.878452 0.056257 0.043861 0.0822 -0.0279 0.1536
C 2.960733 -0.398597 -0.681548 -0.0398 0.0303 -0.0068
C 4.015729 0.501405 -0.956533 0.0224 -0.0177 0.0151
C 5.104523 0.155890 -1.720543 -0.0047 0.0116 -0.0066
C 5.200948 -1.115629 -2.281255 0.0069 -0.0017 -0.0089
C 6.367790 -1.506273 -3.149639 -0.0096 -0.0017 0.0007
C 4.167172 -2.000800 -2.033368 -0.0180 0.0010 0.0036
C 3.045388 -1.692094 -1.254803 -0.0272 -0.0247 0.0111
C 1.981029 -2.777093 -0.957747 0.0397 0.0509 -0.1065
O 0.666562 -2.410283 -1.037048 -0.0320 0.0099 0.2128
C 2.025348 -3.942604 -2.003961 0.0203 -0.0046 0.0200
F 1.952298 -3.442962 -3.253682 -0.0028 -0.0053 -0.0063
F 0.991390 -4.772672 -1.856561 -0.0037 -0.0071 -0.0142
F 3.129371 -4.727126 -1.961980 -0.0077 0.0052 -0.0154
C 2.316088 -3.386134 0.438339 -0.0121 0.0112 0.0074
F 1.469535 -4.370753 0.777631 -0.0091 -0.0128 0.0093
F 3.562096 -3.906424 0.491729 0.0184 0.0014 0.0024
F 2.253646 -2.463331 1.406743 -0.0391 0.0332 0.0107
C 1.213037 1.898475 1.528170 -0.0861 -0.0604 0.0591
C 1.512052 2.630128 2.678674 -0.0235 -0.0555 -0.0060
C 0.009393 2.310659 0.650749 0.2630 0.1027 -0.2161
O -0.592761 1.382029 -0.148553 -0.5345 -0.2160 0.2607
C -1.144166 2.934265 1.511910 -0.0976 -0.0145 -0.0032
F -2.265967 3.054574 0.785339 -0.0014 -0.0360 0.0351
F -1.432003 2.141410 2.557461 -0.0620 -0.0715 0.0365
F -0.925530 4.167639 2.024470 0.1288 0.0213 -0.0828
C 0.525010 3.412091 -0.327626 0.1423 0.0068 0.1139
F 1.060289 4.485122 0.291292 0.0448 -0.0299 -0.0355
F -0.432432 3.875464 -1.140421 -0.0704 0.0447 0.0665
F 1.493873 2.901139 -1.115501 -0.0046 0.0150 0.0150
H 3.714892 2.825120 5.279423 -0.0021 -0.0012 0.0008
H 2.006131 3.253521 5.369340 0.0012 -0.0003 0.0002
H 3.115443 4.253732 4.438652 0.0027 0.0004 0.0029
H 4.308763 1.086971 3.735410 0.0005 0.0033 -0.0021
H 3.836427 -0.231315 1.724356 0.0047 -0.0016 0.0000
H 3.939390 1.499022 -0.541842 0.0059 -0.0032 -0.0016
H 5.885837 0.888262 -1.899251 0.0015 -0.0007 0.0036
H 7.292301 -1.041411 -2.802295 0.0019 -0.0030 0.0015
H 6.217447 -1.198342 -4.188312 0.0041 0.0032 -0.0001
H 6.513461 -2.587323 -3.147305 -0.0002 0.0004 -0.0025
H 4.261628 -2.988705 -2.457141 0.0082 0.0042 -0.0105
H 0.876066 3.453675 2.963301 -0.0651 0.0467 0.0181
N 0.407108 0.053362 -2.383557 0.0892 -0.0193 0.0391
C -0.596645 0.875563 -3.017404 0.0002 0.0462 0.0276
C -0.196245 2.061693 -3.611397 0.0000 -0.0356 -0.0162
C -1.125832 2.917349 -4.177824 -0.0278 -0.0093 -0.0049
C -2.468549 2.576914 -4.140189 0.0191 0.0084 -0.0050
C -2.859945 1.384361 -3.552938 0.0237 -0.0013 0.0053
C -1.941103 0.500213 -2.985033 -0.0163 -0.0422 -0.0245
C -2.400329 -0.790593 -2.400989 -0.0100 0.0554 -0.0034
C -3.458347 -1.449612 -3.044664 -0.0043 0.0357 0.0046
C -3.952474 -2.648011 -2.567804 -0.0129 -0.0213 0.0107
C -3.368059 -3.210957 -1.437349 -0.0126 0.0228 -0.0072
C -2.309382 -2.571999 -0.816341 -0.0042 0.0256 -0.0035
C -1.790419 -1.342000 -1.259471 0.1006 0.0634 0.1314
H 0.635453 -0.787023 -2.916236 -0.0822 -0.0195 0.0003
H 1.258697 0.598402 -2.258348 0.0505 -0.0617 -0.1431
H 0.854609 2.327314 -3.601086 -0.0171 -0.0082 -0.0120
H -0.803276 3.851034 -4.620029 0.0007 0.0000 -0.0010
H -3.213742 3.244369 -4.554831 -0.0008 0.0003 0.0017
H -3.912218 1.133825 -3.505664 -0.0034 0.0078 0.0003
H -3.875780 -1.025661 -3.951207 -0.0042 -0.0046 0.0001
H -4.761689 -3.150373 -3.084301 -0.0026 0.0011 0.0019
H -3.722921 -4.162632 -1.056884 -0.0040 0.0002 0.0004
H -1.844504 -3.049910 0.038438 0.0186 -0.0047 -0.0183
C -4.893224 1.236598 1.101760 -0.0035 -0.0004 -0.0379
C -4.271219 -0.145698 0.979634 -0.0354 -0.0294 0.0007
N -2.836033 -0.114574 1.207270 0.0657 0.0497 0.0035
C -2.142964 -0.897183 2.014447 -0.0885 -0.0291 -0.0262
S -0.514393 -1.260253 1.750931 0.0437 -0.0326 -0.0867
N -2.765838 -1.443192 3.117198 0.0746 0.0974 0.0408
C -3.436021 -0.540663 4.061667 -0.0402 -0.0178 -0.0200
C -3.968871 -1.338014 5.236704 0.0029 0.0051 0.0032
H -5.965349 1.189528 0.903561 -0.0036 -0.0149 0.0065
H -4.440239 1.919270 0.382727 -0.0193 -0.0156 0.0138
H -4.735965 1.655430 2.096873 -0.0034 0.0128 -0.0004
H -4.424356 -0.542741 -0.028868 -0.0022 -0.0113 -0.0004
H -4.718706 -0.857596 1.671960 0.0054 -0.0021 -0.0127
H -2.266599 0.283307 0.459544 0.0023 0.1153 0.0062
H -2.122962 -2.065783 3.590003 -0.0133 -0.0167 -0.0121
H -4.255134 -0.033223 3.555099 0.0141 -0.0110 0.0121
H -2.740866 0.233536 4.404357 0.0058 0.0059 0.0006
H -4.686736 -2.087634 4.901962 0.0008 0.0005 -0.0007
H -4.460305 -0.678737 5.952286 -0.0025 -0.0014 0.0010
H -3.158788 -1.851382 5.759147 -0.0005 -0.0009 0.0011
```
Forces are in eV/Å.

Summary:
Calculated total energy = -95267.6321 eV
Gap between HOMO and LUMO = 6.34 eV
Net charge = -1
Energy relative to the best compared isomer or geometry (same formula, charge and spin) = 0.000 eV

# 2
The following is a quantum chemistry calculation of C2H4N4 in the gas phase, from OMol25.

```
10
Properties=species:S:1:pos:R:3:forces:R:3
C 0.819088 -1.071314 -0.094490 -3.3188 -3.8929 -0.0449
C 0.478088 0.972455 -0.072417 2.5806 0.5639 -1.0218
H -2.192410 0.302950 -0.766882 1.7813 -1.7464 1.6199
H -1.896713 0.281233 0.850246 1.0285 -0.6112 -0.4291
H 0.877543 -2.065807 0.231047 -1.7972 -1.7918 -0.4704
H 0.018777 1.873768 0.278043 -0.1799 0.5295 -0.7216
N -1.644120 -0.269411 0.004505 -0.5240 1.3203 -1.9783
N -0.204619 -0.171992 -0.320759 -1.4084 0.5889 2.6054
N 1.951746 -0.601298 -0.014161 3.2359 2.5752 -0.7157
N 1.792620 0.749419 -0.095132 -1.3979 2.4645 1.1565
```
Forces are in eV/Å.

Summary:
Calculated total energy = -8096.0528 eV
Gap between HOMO and LUMO = 10.12 eV
Net charge = 0
SMILES = Nn1cnnc1
Energy relative to the best compared isomer or geometry (same formula, charge and spin) = 3.261 eV

# 3
The following is a quantum chemistry calculation of a molecular structure, C16H26N3O2PtSSeSi2, from OMol25.

```
52
Properties=species:S:1:pos:R:3:forces:R:3
Pt 0.714867 1.148941 0.196062 -0.0093 -0.0438 0.1210
C -0.669250 -5.243548 -2.319602 0.0017 0.0042 0.0081
Si -1.157704 -3.702583 -1.394803 -0.0122 -0.0131 0.0086
C -2.600772 -2.849888 -2.214762 0.0067 0.0034 0.0018
C -1.496305 -4.050046 0.406012 0.0001 0.0018 -0.0037
C 0.338215 -2.520833 -1.443496 0.0105 -0.0298 -0.0197
C 1.583723 -2.886675 -1.951815 -0.0045 0.0078 0.0023
C 2.688816 -2.037395 -1.908709 -0.0146 0.0157 0.0137
C 2.553426 -0.794791 -1.334672 0.0486 -0.0254 0.0169
N 1.360782 -0.428931 -0.855422 -0.0540 0.0265 -0.0240
C 0.295487 -1.240860 -0.911878 -0.0770 0.0331 0.0383
S -1.028823 -0.340367 -0.174715 0.1059 0.0003 -0.0847
H -1.506729 -5.944233 -2.328469 -0.0014 0.0018 0.0003
H 0.173353 -5.754317 -1.849285 0.0005 0.0000 -0.0005
H -0.410191 -5.033122 -3.359193 -0.0001 0.0014 0.0000
H -3.466432 -3.515972 -2.223837 0.0010 -0.0017 0.0002
H -2.372424 -2.586051 -3.249006 0.0022 -0.0008 0.0003
H -2.902507 -1.937777 -1.695217 0.0022 0.0013 0.0009
H -2.356479 -4.713986 0.514835 -0.0008 0.0015 -0.0084
H -1.710436 -3.132301 0.957814 0.0015 -0.0016 0.0007
H -0.637268 -4.527725 0.880547 0.0034 0.0003 -0.0035
H 1.705518 -3.868849 -2.392177 -0.0068 -0.0015 0.0009
H 3.644746 -2.340790 -2.308967 0.0027 0.0026 0.0029
H 3.359031 -0.080155 -1.246245 0.0026 -0.0027 -0.0108
C 0.506857 -1.581815 5.160290 -0.0056 0.0069 -0.0042
N 0.350310 -0.427772 4.272699 0.0045 -0.0378 0.0014
C -0.130230 0.755868 4.718070 -0.0117 0.0229 0.0012
C -0.310378 1.844514 3.922789 0.0017 -0.0077 0.0224
C 0.047451 1.654970 2.573478 0.0040 -0.0134 -0.0525
O -0.052228 2.485690 1.586843 -0.0163 0.0032 0.0200
N 0.554373 0.489042 2.158955 0.0074 -0.0118 0.0116
C 0.705479 -0.631134 2.929081 0.0326 0.0341 -0.0079
O 1.107459 -1.694665 2.521154 -0.0163 -0.0076 0.0070
H 0.201007 -1.294507 6.161974 0.0008 0.0005 0.0006
H 1.545863 -1.901913 5.165543 -0.0002 -0.0013 -0.0010
H -0.108076 -2.405060 4.804651 -0.0002 -0.0008 0.0017
H -0.375119 0.783606 5.771289 -0.0020 0.0062 -0.0008
H -0.703389 2.776318 4.292790 0.0018 -0.0005 0.0038
C -1.158039 4.089100 -2.798674 -0.0069 0.0704 0.0163
Si 0.213299 4.522791 -1.617498 -0.0636 -0.0608 -0.0101
C 1.448283 5.702606 -2.350334 -0.0086 -0.0042 -0.0055
C -0.430788 5.087715 0.025225 0.0044 0.0255 -0.0193
Se 1.474024 2.528398 -1.512517 0.0308 0.0300 -0.0545
H -1.765576 4.979580 -2.983298 -0.0086 -0.0156 -0.0095
H -1.811214 3.317338 -2.388888 0.0091 -0.0061 0.0132
H -0.771754 3.740835 -3.756982 0.0114 -0.0039 0.0037
H 0.951994 6.656345 -2.547834 0.0111 0.0044 -0.0040
H 1.850700 5.334556 -3.294977 -0.0021 -0.0024 -0.0017
H 2.280081 5.892995 -1.671141 -0.0036 -0.0031 0.0078
H -0.948468 6.037534 -0.140059 0.0114 0.0052 0.0144
H 0.366177 5.255357 0.749203 0.0072 -0.0087 -0.0061
H -1.140721 4.383972 0.455176 -0.0015 -0.0048 -0.0095
```
Forces are in eV/Å.

Summary:
Calculated total energy = -120760.4138 eV
Gap between HOMO and LUMO (spin up / spin down) = 6.49 / 6.49 eV
Net charge = +1
Energy relative to the best compared isomer or geometry (same formula, charge and spin) = 1.136 eV

> Which formula does entry 3 have?

C16H26N3O2PtSSeSi2